{
  "formula": "C54H45AuN3O3P2S",
  "method": "ωB97M-V/def2-TZVPD",
  "elements": ["Au", "C", "C", "C", "C", "C", "C", "C", "C", "C", "S", "C", "N", "H", "H", "H", "H", "H", "H", "H", "H", "C", "C", "C", "C", "C", "C", "C", "C", "P", "C", "C", "C", "C", "C", "C", "C", "C", "C", "C", "C", "C", "C", "O", "C", "C", "C", "C", "C", "C", "P", "C", "C", "C", "C", "C", "C", "C", "C", "C", "C", "C", "C", "H", "H", "H", "H", "H", "H", "H", "H", "H", "H", "H", "H", "H", "H", "H", "H", "H", "H", "H", "H", "H", "H", "H", "H", "H", "H", "H", "H", "H", "H", "H", "H", "C", "N", "C", "C", "C", "O", "N", "C", "O", "H", "H", "H", "H", "H"],
  "coordinates": [[-0.14487, -0.15102, -0.26997], [0.05610, 3.19401, -1.49599], [-1.39795, 2.84518, -1.42430], [-2.33838, 3.90463, -1.40684], [-3.64754, 3.62466, -1.18895], [-4.05393, 2.27916, -1.04011], [-5.39702, 1.94539, -0.75686], [-5.77618, 0.64125, -0.62592], [-4.82501, -0.37391, -0.82367], [-3.51144, -0.08925, -1.10917], [-2.42561, -1.47313, -1.33706], [-3.07327, 1.27046, -1.17863], [-1.75032, 1.58060, -1.33442], [0.25331, 4.11317, -0.94303], [0.36733, 3.35620, -2.53040], [0.66012, 2.39288, -1.08357], [-1.98801, 4.92192, -1.51783], [-4.38678, 4.41294, -1.11468], [-6.11518, 2.74816, -0.64263], [-6.80189, 0.38118, -0.40432], [-5.12262, -1.41114, -0.77871], [4.55239, 0.04106, 5.13364], [3.56607, 0.50650, 4.06999], [3.44564, 2.04485, 4.14589], [2.18150, -0.09111, 4.26839], [1.71971, -0.64731, 5.45041], [0.40914, -1.09033, 5.56441], [-0.45590, -0.97526, 4.49476], [-0.02176, -0.44638, 3.27829], [-1.18897, -0.19754, 1.89822], [-2.37541, -1.55991, 2.08468], [-3.75045, -1.37253, 1.99202], [-4.60443, -2.46710, 1.99500], [-4.09410, -3.75238, 2.07969], [-2.72095, -3.94658, 2.16224], [-1.86719, -2.85775, 2.16215], [-2.02048, 1.32984, 2.42946], [-1.61996, 2.52077, 1.83314], [-2.16064, 3.73038, 2.24441], [-3.10928, 3.75321, 3.25431], [-3.50657, 2.56868, 3.86268], [-2.96192, 1.36201, 3.45763], [1.30026, -0.02336, 3.19096], [1.74716, 0.48918, 1.99553], [3.03624, 0.15421, 1.65804], [3.32218, -0.16036, 0.33644], [4.64364, -0.49752, 0.02478], [5.62081, -0.52914, 0.99708], [5.29684, -0.22852, 2.31417], [4.00574, 0.12596, 2.66352], [2.05909, -0.28892, -0.97917], [2.49980, -1.88737, -1.73107], [2.00260, -3.03964, -1.12884], [2.30870, -4.28616, -1.64619], [3.10338, -4.39071, -2.78100], [3.59454, -3.24546, -3.38913], [3.29389, -1.99460, -2.86595], [2.57552, 0.95104, -2.20926], [1.89919, 0.94479, -3.43122], [2.19922, 1.88403, -4.40109], [3.16120, 2.85798, -4.15345], [3.82160, 2.87961, -2.93616], [3.53541, 1.92422, -1.96710], [4.21194, 0.34349, 6.12341], [5.52515, 0.50746, 4.98051], [4.68114, -1.04240, 5.12579], [3.09223, 2.34181, 5.13423], [2.74784, 2.42873, 3.40196], [4.42091, 2.50195, 3.97243], [2.38162, -0.73120, 6.30099], [0.06306, -1.51944, 6.49468], [-1.47815, -1.31794, 4.59142], [-4.16169, -0.37499, 1.91098], [-5.67354, -2.31178, 1.92904], [-4.76330, -4.60216, 2.08043], [-2.31558, -4.94751, 2.22649], [-0.79622, -3.01575, 2.22493], [-0.86746, 2.49392, 1.05541], [-1.84121, 4.65235, 1.77609], [-3.53812, 4.69370, 3.57423], [-4.23974, 2.58756, 4.65778], [-3.27065, 0.44563, 3.94356], [4.89556, -0.76464, -0.99376], [6.63406, -0.80268, 0.73717], [6.06666, -0.27198, 3.07183], [1.36296, -2.95696, -0.25680], [1.92100, -5.17741, -1.17093], [3.33698, -5.36413, -3.19143], [4.21700, -3.32323, -4.27111], [3.67647, -1.10534, -3.35116], [1.13788, 0.19510, -3.60384], [1.67653, 1.87070, -5.34941], [3.39185, 3.59721, -4.90905], [4.56677, 3.63793, -2.73611], [4.05700, 1.95380, -1.01804], [0.13134, -1.80084, -5.75171], [-1.15766, -1.69935, -5.06990], [-2.33008, -1.73401, -5.78038], [-3.53150, -1.77882, -5.19943], [-3.64072, -1.78075, -3.75022], [-4.64463, -2.03264, -3.12734], [-2.40505, -1.54058, -3.08209], [-1.15149, -1.65095, -3.69043], [-0.12247, -1.70040, -3.04043], [0.00672, -2.38882, -6.65788], [0.83925, -2.29405, -5.09098], [0.51592, -0.81322, -6.00923], [-2.21150, -1.75543, -6.85529], [-4.44139, -1.85773, -5.77163]],
  "mulliken_charge": [3.124, -0.665, 0.632, -1.257, -1.062, 0.934, -0.848, -1.199, -0.956, 1.037, -0.148, -0.673, 0.166, 0.531, 0.433, -0.539, 0.537, 0.463, 0.445, 0.485, 0.731, -2.645, 2.309, -1.648, 0.219, 0.099, -1.327, -0.279, 0.440, 1.025, 0.594, -0.870, -0.735, -0.805, -0.750, -0.905, 0.802, -0.188, -0.548, -0.778, -0.876, -0.442, -1.224, -0.514, -0.997, 0.306, -0.104, -1.516, -0.080, 0.252, 0.844, 0.888, -0.506, -0.668, -0.601, -0.821, -0.235, 0.033, -0.110, -0.540, -0.814, -0.716, -0.657, 0.561, 0.540, 0.446, 0.399, 0.319, 0.400, 0.382, 0.452, 0.496, 0.568, 0.511, 0.415, 0.460, 0.408, 0.011, 0.508, 0.430, 0.477, 0.351, 0.540, 0.425, 0.374, 0.315, 0.467, 0.416, 0.460, 0.418, -0.010, 0.423, 0.399, 0.439, 0.381, -0.948, 0.155, -0.123, -1.044, 0.927, -0.558, 0.370, 0.448, -0.325, 0.472, 0.222, 0.253, 0.424, 0.464],
  "energy_ev": -100445.45449,
  "homo_lumo_gap_ev": 7.9,
  "charge": 1
}

***

{
  "formula": "C54H45CoGeN7O4",
  "method": "ωB97M-V/def2-TZVPD",
  "elements": ["Co", "C", "C", "N", "C", "C", "N", "C", "C", "C", "C", "C", "N", "C", "C", "N", "C", "C", "N", "C", "C", "C", "N", "C", "C", "H", "H", "H", "H", "H", "H", "H", "H", "H", "H", "H", "H", "O", "C", "O", "C", "C", "Ge", "C", "C", "C", "C", "C", "C", "C", "C", "C", "C", "C", "C", "C", "C", "C", "C", "C", "C", "H", "H", "H", "H", "H", "H", "H", "H", "H", "H", "H", "H", "H", "H", "H", "H", "H", "H", "H", "C", "C", "C", "C", "C", "C", "N", "C", "C", "C", "C", "C", "C", "C", "O", "O", "C", "C", "H", "H", "H", "H", "H", "H", "H", "H", "H", "H", "H", "H", "H", "H"],
  "coordinates": [[0.93697, -1.02491, -0.92712], [1.04291, -0.38393, 3.22602], [1.27528, -0.20035, 1.86023], [0.75170, -1.04896, 0.99605], [-0.02196, -2.05648, 1.43989], [-0.23924, -2.20871, 2.79214], [0.30018, -1.37545, 3.68418], [-0.59036, -2.88968, 0.35126], [-1.35872, -4.03072, 0.45099], [-1.79003, -4.66405, -0.71867], [-1.39815, -4.14345, -1.95398], [-0.62555, -2.99959, -1.98514], [-0.28386, -2.40375, -0.84852], [-0.05554, -2.29661, -3.16071], [-0.34347, -2.54107, -4.48616], [0.24760, -1.85670, -5.46656], [1.11678, -0.92198, -5.12343], [1.39579, -0.62535, -3.78809], [0.80765, -1.31871, -2.83273], [-2.64355, -5.87433, -0.64647], [-2.51803, -6.89697, -1.57838], [-3.33814, -8.00927, -1.46130], [-4.24682, -8.15286, -0.49993], [-4.36722, -7.16684, 0.38515], [-3.59513, -6.01463, 0.35590], [1.47125, 0.29553, 3.95179], [1.86767, 0.61429, 1.46625], [-0.86079, -3.00887, 3.17501], [-1.60128, -4.44553, 1.41924], [-1.71058, -4.61996, -2.87278], [-1.07097, -3.29001, -4.77426], [1.60745, -0.37988, -5.92127], [2.07444, 0.16161, -3.48924], [-1.77501, -6.85806, -2.36495], [-3.25807, -8.82531, -2.17024], [-5.11751, -7.30317, 1.15516], [-3.76690, -5.23381, 1.08598], [-1.45483, 1.92378, -0.13275], [-1.31865, 0.79692, -0.57106], [-0.14795, 0.41818, -1.03575], [-2.53876, -0.10172, -0.55328], [-3.23455, 0.03019, 0.80980], [-3.51242, 1.93887, 1.23785], [-2.26902, 2.84953, 2.42213], [-1.25992, 2.14676, 3.07807], [-0.37171, 2.79340, 3.92790], [-0.47066, 4.16434, 4.11823], [-1.47147, 4.87659, 3.47247], [-2.36890, 4.22247, 2.63746], [-5.02414, 1.78687, 2.54520], [-4.97737, 0.78008, 3.51744], [-6.00208, 0.60066, 4.43773], [-7.10615, 1.44115, 4.41403], [-7.16680, 2.46165, 3.47776], [-6.13791, 2.63073, 2.55737], [-4.35183, 2.85118, -0.25661], [-5.60557, 2.42562, -0.69443], [-6.23637, 3.05567, -1.75937], [-5.62402, 4.12821, -2.39389], [-4.37475, 4.56092, -1.97144], [-3.74041, 3.92063, -0.91413], [-2.29118, -1.12863, -0.81316], [-3.20215, 0.28345, -1.33350], [-2.64126, -0.46278, 1.58787], [-4.21662, -0.44074, 0.79200], [-1.17025, 1.07275, 2.93155], [0.39755, 2.23172, 4.44726], [0.22325, 4.67394, 4.77467], [-1.55500, 5.94593, 3.62191], [-3.16039, 4.78909, 2.15756], [-4.11098, 0.12384, 3.57062], [-5.93927, -0.19087, 5.17566], [-7.91020, 1.30522, 5.12642], [-8.02078, 3.12839, 3.46001], [-6.21071, 3.44036, 1.83975], [-6.10556, 1.60607, -0.18955], [-7.21151, 2.71733, -2.08769], [-6.12124, 4.62679, -3.21634], [-3.89489, 5.39615, -2.46685], [-2.75648, 4.24952, -0.59827], [6.78500, 5.01584, -1.96082], [7.02296, 3.52719, -2.00863], [8.15123, 3.03747, -2.65856], [8.40385, 1.67720, -2.71497], [7.52662, 0.78179, -2.12818], [6.40366, 1.26017, -1.46594], [5.44864, 0.38892, -0.88936], [5.64196, -0.87811, -0.40346], [6.89848, -1.29824, 0.06662], [7.08251, -2.56767, 0.56304], [6.03046, -3.48828, 0.62367], [4.78953, -3.09278, 0.19717], [4.56920, -1.79845, -0.30778], [3.21477, -1.45091, -0.68616], [2.28329, -2.33548, -0.80460], [2.81022, -0.25919, -0.87121], [6.14113, 2.63259, -1.39403], [4.92447, 3.11009, -0.63899], [7.51197, 5.53492, -2.58302], [6.88466, 5.40047, -0.94331], [5.78835, 5.28100, -2.31663], [8.83292, 3.73198, -3.13382], [9.28089, 1.30903, -3.23149], [7.70028, -0.28199, -2.21501], [4.49185, 0.69882, -0.90777], [7.71666, -0.59273, 0.07352], [8.06292, -2.85024, 0.92576], [6.19021, -4.48308, 1.01437], [3.94957, -3.77322, 0.23770], [4.86489, 2.62633, 0.33830], [3.99582, 2.88121, -1.17393], [4.94617, 4.18363, -0.47837]],
  "mulliken_charge": [-0.848, -0.991, -0.122, 0.637, -0.128, 0.174, -0.540, 0.321, -1.073, 0.313, -0.586, 0.223, 0.881, 0.183, -0.203, -0.563, -0.481, -0.272, 0.672, 0.298, -0.570, -0.442, -0.570, -0.445, -0.509, 0.595, 0.678, 0.475, 0.859, 0.649, 0.448, 0.423, 0.539, 0.476, 0.378, 0.384, 0.500, -0.707, 0.478, -0.458, -0.494, -0.972, 1.051, 0.633, 0.039, -0.681, -0.664, -0.741, -0.347, 0.002, -0.235, -0.743, -0.498, -0.678, -0.223, 0.253, -0.169, -0.819, -0.447, -0.706, -0.333, -0.218, 0.656, 0.366, 0.573, 0.130, 0.326, 0.400, 0.413, 0.426, 0.210, 0.411, 0.387, 0.413, 0.346, 0.496, 0.399, 0.393, 0.418, 0.369, -1.629, 1.020, -0.921, -0.905, -0.709, 0.365, -0.097, 0.065, -0.543, -0.602, -0.914, -0.630, 0.292, 1.852, -0.634, -1.143, 0.544, -1.507, 0.394, 0.366, 0.365, 0.349, 0.408, 0.620, 0.360, 0.646, 0.408, 0.436, 0.470, 0.347, 0.256, 0.449],
  "energy_ev": -169489.04573,
  "relative_energy_kj_mol": 0.0,
  "homo_lumo_gap_ev": 5.4,
  "charge": 1
}